# 1
The following is a DFT calculation (ωB97M-V with the def2-TZVPD basis set) of a cluster of 2 separate species, C2H7OS in total in a non-equilibrium geometry.

Each line ends with the Löwdin charge.
Positions of all 11 atoms, in Å:
O  2.837  0.752  1.078  -0.294
H  3.020  -0.057  1.567  -0.045
C  0.499  0.590  -0.228  -0.669
S  -0.342  -0.776  0.386  0.573
C  -2.051  -0.792  -0.462  -0.439
H  0.239  1.593  0.088  -0.028
H  1.010  0.486  -1.180  -0.030
H  1.836  0.560  0.581  -0.045
H  -2.369  -1.825  -0.618  -0.012
H  -2.762  -0.277  0.184  -0.010
H  -1.916  -0.254  -1.396  -0.002

- Net charge: -1
- Electronic energy: -15069.423 eV

***

# 2
The following is a DFT calculation (ωB97M-V with the def2-TZVPD basis set) of a cluster of 2 separate species, C2H7OS in total in a non-equilibrium geometry.

Each line ends with the Löwdin charge.
Positions of all 11 atoms, in Å:
O  0.638  -0.861  -4.367  -0.090
H  -0.088  -0.805  -3.720  0.039
C  -0.912  0.116  1.616  -0.262
C  0.610  0.369  1.725  -0.883
S  1.491  -0.293  0.299  0.038
H  -1.202  -0.682  0.935  0.026
H  -1.380  0.076  2.616  0.041
H  -1.223  1.105  1.235  0.041
H  1.054  -0.373  2.404  -0.020
H  0.770  1.420  2.046  0.038
H  0.242  -0.072  -4.788  0.032

- Net charge: -1
- Electronic energy: -15070.081 eV

***

# 3
The following is a DFT calculation (ωB97M-V with the def2-TZVPD basis set) of a cluster of 2 separate species, C2H7PS in total.

Each line ends with the Löwdin charge.
Positions of all 11 atoms, in Å:
C  0.626  -0.952  -1.149  0.064
C  0.466  -0.122  1.601  -0.524
P  -1.772  1.578  0.781  0.485
S  0.189  1.570  1.575  0.401
H  0.034  -0.150  -1.534  -0.037
H  1.687  -0.823  -1.090  -0.020
H  0.213  -1.929  -1.039  -0.019
H  1.449  -0.440  1.872  -0.011
H  -0.373  -0.766  1.788  -0.015
H  -1.923  2.947  1.008  -0.162
H  -1.384  1.786  -0.550  -0.164

- Electronic energy: -22307.650 eV

***

# 4
The following is a DFT calculation (ωB97M-V with the def2-TZVPD basis set) of the molecule C2H7PS2 in a non-equilibrium geometry.

Each line ends with the Löwdin charge.
Positions of all 12 atoms, in Å:
C  1.032  -1.250  2.241  -0.491
C  -0.433  1.056  -1.507  -0.862
P  0.127  -0.848  -0.737  0.532
S  -1.987  1.128  -2.240  0.583
S  1.265  -0.094  0.862  0.396
H  2.038  -1.633  2.547  0.039
H  0.382  -2.099  1.835  0.039
H  0.529  -0.800  3.007  -0.027
H  0.395  1.124  -2.276  0.031
H  -0.494  1.727  -0.678  -0.019
H  1.261  -0.973  -1.564  -0.143
H  -1.806  0.542  -3.555  -0.078

- SMILES string: CSPCS
- Electronic energy: -33145.490 eV

***

# 5
The following is a DFT calculation (ωB97M-V with the def2-TZVPD basis set) of a cluster of 2 separate species, C2H7S in total in a non-equilibrium geometry.

Each line ends with the Löwdin charge.
Positions of all 10 atoms, in Å:
C  2.623  1.091  1.541  -0.050
H  2.346  0.934  0.501  0.021
H  2.268  2.082  1.800  0.008
H  2.342  0.293  2.210  0.010
H  3.719  1.125  1.589  0.005
C  -2.764  -1.141  -1.535  -0.810
S  -1.180  -0.324  -1.208  -0.096
H  -2.798  -1.637  -2.518  -0.027
H  -3.630  -0.473  -1.558  -0.027
H  -2.926  -1.952  -0.822  -0.034

- Net charge: -1
- Electronic energy: -13023.063 eV

***

# 6
The following is a DFT calculation (ωB97M-V with the def2-TZVPD basis set) of a cluster of 2 separate species, C2H7S2 in total in a non-equilibrium geometry.

Each line ends with the Löwdin charge.
Positions of all 11 atoms, in Å:
S  2.158  1.708  0.040  -0.089
H  3.163  0.872  -0.085  -0.453
C  -0.883  -0.530  0.890  -0.280
C  -0.305  -0.730  -0.502  -0.598
S  -0.850  0.882  -1.298  0.507
H  -1.314  -1.517  1.278  0.059
H  -1.856  0.051  0.684  0.028
H  -0.297  0.006  1.658  0.056
H  0.800  -0.833  -0.564  0.039
H  -0.924  -1.443  -1.147  0.056
H  0.309  1.534  -0.955  -0.325

- Net charge: -1
- Electronic energy: -23858.381 eV

***

# 7
The following is a DFT calculation (ωB97M-V with the def2-TZVPD basis set) of a cluster of 2 separate species, C2H7S3 in total in a non-equilibrium geometry.

Each line ends with the Löwdin charge.
Positions of all 12 atoms, in Å:
C  -0.393  -2.034  1.156  -0.502
S  -2.012  -2.006  2.107  0.507
H  0.305  -2.780  1.540  0.015
H  -0.499  -2.187  0.043  0.035
H  -0.098  -1.000  1.135  -0.105
C  1.378  1.697  -1.641  -0.560
S  0.425  0.980  -0.211  0.030
S  -1.124  2.270  -0.012  -0.311
H  1.034  2.696  -1.488  -0.088
H  0.795  1.292  -2.664  0.063
H  2.561  1.758  -1.753  0.046
H  -2.372  -0.685  1.786  -0.132

- Net charge: -1
- Electronic energy: -34693.387 eV

***

# 8
The following is a DFT calculation (ωB97M-V with the def2-TZVPD basis set) of a structure of composition C2H7S3.

Each line ends with the Löwdin charge.
Positions of all 12 atoms, in Å:
C  0.724  -0.084  -1.722  -0.226
C  0.272  1.025  -0.760  -0.690
S  1.211  0.876  0.829  0.361
H  0.345  -1.019  -1.310  0.033
H  1.806  -0.081  -1.842  0.046
H  0.291  0.006  -2.724  0.050
H  -0.783  0.891  -0.529  0.024
H  0.402  2.013  -1.206  0.036
S  -1.896  -0.389  2.901  0.056
S  -1.026  -1.511  1.316  -0.132
H  -1.676  -1.283  3.888  -0.263
H  0.332  -0.444  1.158  -0.295

- Net charge: -1
- Electronic energy: -34694.460 eV